No. 1
Density functional theory data (ωB97M-V/def2-TZVPD) for 6 unconnected molecules or ions with the total composition C35H65BClNO13S5 at a distorted geometry.

Calculated values
Net charge: 0
Gap between HOMO and LUMO, eV: 7.5
Energy relative to the best compared isomer or geometry (same formula, charge and spin), kJ/mol: 896.51
Multiplicity: 1
LUMO level, eV: -1.096
Largest force on an atom, Eh/bohr: 0.1007

Last column: Mulliken charge in e.
Geometry (Å):
C1 0.46265 -2.08648 8.43023  -1.059
C2 -0.28759 -1.76768 7.02094  0.080
O1 0.64441 -2.07530 5.95363  -0.398
B1 0.77380 -0.97723 5.01659  0.681
O2 1.88696 -0.06527 5.11385  -0.552
C3 -0.39833 -0.80083 3.90365  0.893
C4 -1.66818 0.03770 4.29898  -0.426
C5 -2.83765 0.31890 3.31346  -0.779
C6 -2.68914 -0.28663 1.86610  0.331
C7 -3.88009 0.05522 0.83621  -0.991
O3 -3.41149 1.10207 -0.04946  -0.169
C8 -3.50022 2.39658 0.59366  -0.300
O4 -2.90568 3.46408 -0.18832  -0.300
C9 -1.74907 3.99172 0.53486  -0.134
C10 -1.09477 5.27859 -0.20056  -0.401
O5 -0.17385 4.93878 -1.26068  -0.467
C11 -1.44343 -1.16144 1.48685  0.303
C12 -0.26856 -1.43820 2.49843  -0.144
C13 0.94259 -2.31398 1.97260  0.251
O6 1.67965 -3.06227 2.66386  -0.658
C14 1.23095 -2.28130 0.38037  0.889
C15 2.72401 -2.54716 -0.11606  -0.946
C16 3.53259 -1.13875 -0.05363  -0.417
C17 4.31984 -0.94026 1.33766  -0.471
Cl1 3.96426 0.70670 2.13374  -0.226
C18 0.15731 -2.05818 -0.55220  0.917
C19 0.34155 -2.05890 -2.14699  -1.060
C20 1.02448 -0.72040 -2.72671  -0.853
N1 0.05042 0.25929 -3.29380  0.423
C21 -0.41879 1.26365 -2.28618  0.296
C22 -1.08904 2.50061 -3.06117  -0.842
C23 0.67224 0.89836 -4.47401  0.388
C24 2.04612 1.71726 -4.47944  -0.903
O7 0.03939 0.82600 -5.57430  -0.586
C25 -1.30881 -1.80174 0.01224  0.245
O8 -2.29291 -2.07428 -0.72191  -0.666
H1 1.29622 -1.32436 8.60586  0.252
H2 0.93430 -3.13462 8.29432  0.250
H3 -0.26641 -2.17309 9.30682  0.344
H4 -1.14952 -2.53809 6.96794  0.238
H5 -0.72074 -0.71076 6.98941  -0.010
H6 1.58389 0.84873 5.32159  0.410
H7 -1.76125 0.49544 5.34978  0.044
H8 -3.72714 0.95884 3.63586  0.306
H9 -4.22148 -0.89516 0.30995  0.348
H10 -4.78422 0.47695 1.42421  0.341
H11 -2.94941 2.40886 1.61492  0.264
H12 -4.59559 2.68532 0.80457  0.169
H13 -0.97886 3.15003 0.64177  0.231
H14 -2.07693 4.36819 1.57889  0.385
H15 -0.48426 5.81403 0.62659  0.387
H16 -1.91640 6.00007 -0.52503  -0.098
H17 0.72845 4.80936 -0.90101  0.320
H18 3.27166 -3.28487 0.58898  0.405
H19 2.75792 -3.01687 -1.16416  0.303
H20 4.22621 -1.13669 -0.97429  0.349
H21 2.75176 -0.28783 -0.09627  0.149
H22 5.46796 -1.01441 1.21678  0.390
H23 4.04756 -1.72291 2.13547  0.200
H24 1.02980 -2.94605 -2.42389  -0.246
H25 -0.66750 -2.30651 -2.65429  0.384
H26 1.72800 -0.22012 -1.96252  0.310
H27 1.70994 -1.04062 -3.60504  0.343
H28 -1.13628 0.74756 -1.53853  -0.164
H29 0.50808 1.59337 -1.67450  0.110
H30 -1.68303 2.20893 -3.99091  0.350
H31 -1.81430 3.07474 -2.36643  0.098
H32 -0.25165 3.26387 -3.29822  0.204
H33 2.97926 1.04251 -4.56742  0.230
H34 2.03606 2.39002 -5.42070  0.308
H35 2.15509 2.43844 -3.57956  0.247
C26 2.08158 3.91576 8.20296  -1.003
S1 0.67645 2.80044 8.00267  0.457
O9 0.87247 2.05968 6.71867  -0.637
C27 -0.54505 4.09483 7.69908  -0.998
H36 2.97787 3.31646 8.36762  0.323
H37 2.20924 4.51936 7.30254  0.309
H38 1.91392 4.56069 9.06730  0.398
H39 -0.25174 4.68720 6.83031  0.313
H40 -0.62470 4.73379 8.58020  0.402
H41 -1.50923 3.62249 7.50692  0.306
C28 -1.83532 -5.72708 -4.03835  -1.148
S2 -0.18837 -5.26767 -3.46073  0.948
O10 0.42391 -4.38589 -4.50344  -0.681
C29 0.53532 -6.91060 -3.64919  -1.074
H42 -2.46179 -4.83407 -4.04243  0.339
H43 -1.77522 -6.13285 -5.04998  0.363
H44 -2.26473 -6.46734 -3.36092  0.354
H45 0.44455 -7.23998 -4.68639  0.436
H46 0.02571 -7.61021 -2.98630  0.364
H47 1.59010 -6.85723 -3.37684  0.140
C30 0.59523 -7.99250 1.62591  -1.141
S3 0.71968 -7.02825 0.10480  0.776
O11 -0.37614 -7.48468 -0.80635  -0.693
C31 2.25461 -7.78855 -0.46809  -1.002
H48 -0.32378 -7.70923 2.14039  0.329
H49 0.56538 -9.05792 1.39008  0.362
H50 1.45088 -7.77310 2.26698  0.383
H51 2.12015 -8.86713 -0.57130  0.379
H52 3.05384 -7.57590 0.24406  0.419
H53 2.51179 -7.36126 -1.43751  0.200
C32 2.00933 -0.11139 -8.25038  -0.974
S4 3.65387 0.35278 -7.66846  0.608
O12 4.26282 1.24139 -8.70434  -0.685
C33 4.38678 -1.28656 -7.86225  -0.927
H54 1.37883 0.77833 -8.25073  0.290
H55 2.07298 -0.51190 -9.26400  0.432
H56 1.58149 -0.85673 -7.57752  0.309
H57 4.30003 -1.61265 -8.90043  0.322
H58 3.87887 -1.99280 -7.20276  0.292
H59 5.44078 -1.22905 -7.58726  0.316
C34 -3.36709 8.54265 -1.66726  -0.697
S5 -4.58725 9.65820 -0.94100  0.484
O13 -4.70838 9.30820 0.50646  -0.613
C35 -6.01328 8.94813 -1.79152  -0.876
H60 -2.38865 8.77860 -1.24668  0.325
H61 -3.62256 7.50754 -1.43263  0.037
H62 -3.33941 8.68656 -2.74884  0.403
H63 -6.10124 7.88738 -1.54891  0.282
H64 -5.89706 9.07889 -2.86889  0.333
H65 -6.91028 9.47167 -1.45866  0.315



No. 2
Density functional theory data (ωB97M-V/def2-TZVPD) for a gas-phase ion, C7H14N2O2PS (charge +1) at a distorted geometry.

Calculated values
SMILES string: CP(C)(C)=[NH+][C@@H](CS)C(=O)OC#N
Net charge: +1
Gap between HOMO and LUMO, eV: 9.1
Energy relative to the best compared isomer or geometry (same formula, charge and spin), kJ/mol: 190.00
Multiplicity: 1
LUMO level, eV: -3.573
Largest force on an atom, Eh/bohr: 0.0807

Last column: Mulliken charge in e.
Geometry (Å):
C1 -0.92310 -3.83622 0.49688  0.468
C2 -0.72899 -1.49189 0.41062  0.792
C3 2.53250 0.21556 0.03224  -1.049
C4 1.37152 2.69422 -0.76191  -1.325
C5 0.87712 0.30263 -2.44986  -1.139
C6 -2.45316 0.03812 1.63133  -1.253
C7 -0.98331 -0.22177 1.14956  0.165
N1 -0.52041 -4.83929 0.11966  -0.351
N2 -0.37754 0.99985 0.23253  -0.449
O1 0.11672 -1.49242 -0.46045  -0.621
O2 -1.21925 -2.62633 0.96018  -0.247
P1 1.08599 0.92516 -0.68609  1.068
S1 -2.95747 -1.18605 2.97224  -0.119
H1 2.26974 -0.84942 0.10623  0.365
H2 2.74799 0.76653 0.92689  0.393
H3 3.28028 0.20678 -0.76633  0.399
H4 1.80388 3.11473 0.05619  0.441
H5 0.50608 3.36236 -0.83851  0.401
H6 1.94841 3.01010 -1.69282  0.381
H7 1.81091 0.30413 -2.88857  0.441
H8 0.24209 1.08747 -2.82658  0.399
H9 0.33624 -0.66752 -2.41862  0.319
H10 -2.65804 0.99032 2.15056  0.390
H11 -3.11295 -0.10260 0.78202  0.460
H12 -0.45487 -0.06388 2.07658  0.189
H13 -1.15387 1.41280 -0.26675  0.325
H14 -3.38654 -2.05336 1.95278  0.155



No. 3
Density functional theory data (ωB97M-V/def2-TZVPD) for C3H5NO3 in the gas phase at a distorted geometry.

Calculated values
Net charge: 0
Gap between HOMO and LUMO (alpha / beta), eV: 8.5 / 8.5
Energy relative to the best compared isomer or geometry (same formula, charge and spin), kJ/mol: 755.84
Multiplicity: 1
LUMO level (alpha / beta), eV: -1.750 / -1.731
Largest force on an atom, Eh/bohr: 0.0891

Last column: Mulliken charge in e.
Geometry (Å):
C1 -0.38660 -1.40889 -0.34285  -0.336
C2 0.06074 0.07472 -0.24300  0.427
C3 -0.86988 1.09312 0.26230  -1.087
N1 1.52790 0.33427 -0.12913  1.008
O1 2.26187 -0.43659 -0.71341  -0.545
O2 1.76695 1.41471 0.29544  -0.565
O3 0.00658 -1.54599 0.94941  -0.470
H1 -1.42748 -1.46386 -0.41547  0.284
H2 0.16683 -2.19855 -0.91413  0.252
H3 -1.82907 0.81755 -0.01072  0.416
H4 -0.60167 2.19568 -0.13817  0.323
H5 -0.67618 1.12383 1.39972  0.293



No. 4
Density functional theory data (ωB97M-V/def2-TZVPD) for a molecular structure, C33H28BCl2N4O8S2W.

Calculated values
Net charge: -1
Gap between HOMO and LUMO, eV: 6.4
Energy relative to the best compared isomer or geometry (same formula, charge and spin), kJ/mol: 0.00
Multiplicity: 1
LUMO level, eV: 2.094
Largest force on an atom, Eh/bohr: 0.0120

Last column: Mulliken charge in e.
Geometry (Å):
W1 0.82828 -0.17616 -0.66456  1.008
O1 -0.54979 -4.54068 3.42712  -0.593
C1 -0.31758 -3.49253 2.59480  1.002
C2 -1.25886 -3.06445 1.66119  -0.862
C3 -0.93212 -1.99433 0.85894  0.666
N1 0.26574 -1.41198 0.93632  0.057
C4 1.15100 -1.77546 1.86627  0.445
C5 0.89449 -2.81738 2.72656  -0.963
C6 2.34536 -0.84883 1.85230  0.033
O2 3.23336 -0.92483 2.67944  -0.826
O3 2.23373 0.04070 0.91774  -0.353
C7 -1.85568 -1.26422 -0.08908  0.571
O4 -3.01892 -1.59124 -0.20701  -0.800
O5 -1.27540 -0.24285 -0.65508  -0.908
H1 -1.41172 -4.92051 3.22698  0.308
H2 -2.24049 -3.51284 1.56883  0.402
H3 1.62270 -3.09456 3.47540  0.564
C8 -3.05305 -0.69792 3.48508  -1.894
C9 -3.29070 0.77659 3.80350  2.197
C10 -2.99731 1.00168 5.29342  -1.747
C11 -4.76402 1.09693 3.51486  -1.761
C12 -2.40382 1.69777 2.96638  -0.290
C13 -2.50044 3.08635 3.15610  -0.151
C14 -1.71235 3.96792 2.45172  -1.414
C15 -0.81849 3.45704 1.51967  0.784
S1 0.32822 4.31976 0.55182  -0.510
C16 0.85444 2.82100 -0.12293  1.101
N2 0.22017 1.75383 0.29960  0.825
C17 -0.72204 2.08509 1.27793  -1.195
C18 -1.50941 1.21006 2.02918  0.575
C19 1.93582 2.68389 -1.06361  0.971
C20 2.64520 3.77466 -1.57087  -0.667
C21 3.65619 3.54915 -2.48046  -0.999
C22 3.94383 2.24180 -2.86381  -0.825
C23 3.23313 1.17155 -2.34799  -0.397
C24 2.20392 1.36044 -1.42274  0.301
H4 -3.70158 -1.31088 4.11575  0.480
H5 -2.02025 -0.99012 3.68909  0.362
H6 -3.28275 -0.92907 2.44358  0.345
H7 -3.61844 0.34013 5.90228  0.434
H8 -3.20420 2.02906 5.59607  0.362
H9 -1.94983 0.78950 5.51554  0.378
H10 -5.41245 0.44125 4.10137  0.428
H11 -4.98789 0.94539 2.45760  0.380
H12 -5.00939 2.12889 3.76993  0.371
H13 -3.19932 3.48131 3.88243  0.428
H14 -1.78156 5.03417 2.62467  0.384
H15 -1.39993 0.15312 1.87936  -0.102
H16 2.39965 4.78471 -1.26029  0.366
H17 4.22042 4.37742 -2.88990  0.377
H18 4.74135 2.05503 -3.57298  0.444
H19 3.48332 0.17316 -2.68090  0.398
Cl1 5.30097 2.39006 0.33749  -0.168
C25 5.54803 0.80705 1.10799  -0.126
Cl2 5.43831 -0.53661 -0.02016  -0.111
H20 4.76401 0.67162 1.84645  -0.023
H21 6.53445 0.81347 1.55555  0.408
B1 4.20199 -3.35139 -1.95488  0.742
C26 3.13131 -2.27816 -1.52959  -0.310
N3 2.35468 -1.48211 -1.21921  -0.456
H22 3.65931 -4.08473 -2.75563  -0.175
H23 4.54277 -3.94388 -0.95424  -0.163
H24 5.12483 -2.74595 -2.46081  -0.155
O6 -0.03168 -2.01876 -1.85840  -0.649
C27 -0.19865 -1.26911 -2.84518  1.167
N4 0.40058 -0.07893 -2.80954  -0.247
S2 -0.21862 0.95210 -3.94105  1.019
O7 0.79993 1.41069 -4.83751  -0.690
O8 -1.07290 1.91737 -3.31490  -0.677
C28 -1.17015 -0.31599 -4.74593  0.067
C29 -1.90787 -0.23983 -5.90840  -0.775
C30 -2.55221 -1.39800 -6.32724  -0.454
C31 -2.44765 -2.58422 -5.60341  -0.689
C32 -1.69527 -2.64718 -4.43950  -0.377
C33 -1.05346 -1.49331 -4.02636  -0.466
H25 -1.98333 0.68308 -6.46694  0.465
H26 -3.14612 -1.37814 -7.23196  0.387
H27 -2.96105 -3.46855 -5.95773  0.393
H28 -1.60278 -3.55911 -3.86553  0.575



No. 5
Density functional theory data (ωB97M-V/def2-TZVPD) for C4H8O in the gas phase at a distorted geometry.

Calculated values
SMILES string: CCCC=O
Net charge: 0
Gap between HOMO and LUMO, eV: 10.9
Energy relative to the best compared isomer or geometry (same formula, charge and spin), kJ/mol: 48.93
Multiplicity: 1
LUMO level, eV: 1.051
Largest force on an atom, Eh/bohr: 0.0312

Last column: Mulliken charge in e.
Geometry (Å):
O1 -1.56077 -1.82502 0.58882  -0.466
C1 -1.04834 -0.75201 0.74405  -0.040
C2 -0.31777 -0.01504 -0.32600  -0.408
C3 0.92952 0.74099 0.15126  -0.412
C4 1.66418 1.45494 -0.95962  -1.218
H1 -1.08997 -0.23440 1.72933  0.300
H2 -0.11262 -0.63117 -1.19823  0.298
H3 -0.92832 0.77405 -0.78614  0.292
H4 0.67579 1.33720 1.02744  0.359
H5 1.62938 0.04704 0.61813  0.321
H6 2.37163 2.19198 -0.60167  0.346
H7 0.96040 2.06723 -1.54582  0.307
H8 2.07559 0.75844 -1.68185  0.322



No. 6
Density functional theory data (ωB97M-V/def2-TZVPD) for C4H3ClO3 in the gas phase at a distorted geometry.

Calculated values
SMILES string: Oc1cc(Cl)c(O)o1
Net charge: 0
Gap between HOMO and LUMO, eV: 8.4
Energy relative to the best compared isomer or geometry (same formula, charge and spin), kJ/mol: 0.00
Multiplicity: 1
LUMO level, eV: 0.493
Largest force on an atom, Eh/bohr: 0.0770

Last column: Mulliken charge in e.
Geometry (Å):
C1 -1.17082 -0.59682 -0.08699  0.573
C2 0.00636 -1.35459 -0.14196  -0.765
C3 1.01472 -0.35451 -0.03674  0.590
C4 0.51349 0.90396 -0.10435  0.119
H1 -2.79028 0.24681 0.04440  0.427
H2 0.21161 -2.40198 0.17162  0.326
H3 1.89308 2.25290 0.26724  0.324
O1 -2.47927 -0.79047 0.11802  -0.513
O2 0.96686 2.19218 0.04604  -0.508
O3 -0.85209 0.72832 -0.24686  -0.356
Cl1 2.68634 -0.82580 -0.03040  -0.218